Density functional theory data (ωB97M-V/def2-TZVPD) for a cluster of 2 separate species, C16H28N3 in total.

Output
E_tot ... -790.42282 Ha
Max |F| ... 0.881 eV Å⁻¹
Net charge ... +1
Energy relative to the best compared isomer or geometry (same formula, charge and spin) ... 0.0 kcal per mole
Gap between HOMO and LUMO ... 6.491 eV

Last column: Mulliken charge in e.
Positions of all 47 atoms, in Å:
N (-1.560, -0.654, 0.591)  -0.572
N (-1.820, -2.465, 2.086)  0.079
N (-0.216, -0.768, 2.444)  0.101
C (0.877, 0.146, -1.945)  0.993
C (-1.075, 1.485, -1.150)  -0.108
C (-2.318, 1.012, -1.776)  -1.131
C (1.054, 2.605, -1.731)  0.680
C (-2.522, -3.308, 1.132)  -1.106
C (0.091, -1.122, -2.024)  -1.221
C (2.251, 0.099, -2.159)  -0.881
C (0.081, -1.091, 3.813)  -0.961
C (2.410, 2.501, -1.996)  -0.916
C (-1.232, -1.278, 1.697)  0.436
C (3.036, 1.256, -2.137)  0.636
C (-2.039, -2.831, 3.460)  -1.235
C (0.472, 0.373, 1.880)  -0.658
C (0.256, 1.402, -1.616)  1.058
C (4.520, 1.193, -2.314)  -1.510
C (0.415, 3.965, -1.682)  -1.577
H (-3.010, -3.353, 3.498)  0.379
H (-0.151, 1.280, 1.898)  0.220
H (-2.228, 0.687, -2.823)  0.336
H (-2.232, -3.007, 0.118)  0.378
H (4.833, 1.694, -3.237)  0.361
H (-0.675, -0.688, 4.509)  0.326
H (-1.234, 2.149, -0.296)  0.490
H (1.386, 0.561, 2.452)  0.367
H (2.735, -0.867, -2.348)  0.316
H (4.858, 0.153, -2.353)  0.364
H (0.761, -1.989, -2.106)  0.378
H (-3.615, -3.234, 1.247)  0.352
H (5.036, 1.690, -1.484)  0.358
H (1.188, 4.732, -1.546)  0.397
H (-2.238, -4.359, 1.277)  0.377
H (-0.319, 4.059, -0.872)  0.336
H (0.728, 0.164, 0.837)  0.043
H (-1.261, -3.521, 3.820)  0.267
H (0.184, -2.174, 3.963)  0.326
H (3.005, 3.412, -2.078)  0.421
H (1.042, -0.610, 4.041)  0.308
H (-2.101, -1.939, 4.099)  0.441
H (-3.083, 1.801, -1.689)  0.421
H (-2.392, -1.147, 0.245)  0.103
H (-0.106, 4.185, -2.626)  0.366
H (-2.682, 0.193, -1.137)  0.084
H (-0.502, -1.246, -1.107)  0.024
H (-0.606, -1.145, -2.874)  0.356